A molecular structure, C27H15Cl5O7SV, computed with wB97M-V/def2-TZVPD.

ORCA input file:
```
! wB97M-V def2-TZVPD RIJCOSX def2/J DEFGRID3
* xyz 2 2
V 0.51 0.03 0.27
Cl -2.53 5.99 2.77
C -1.62 4.77 2.02
C -1.96 3.43 2.22
Cl -3.27 2.97 3.21
C -1.20 2.46 1.59
Cl -1.53 0.75 1.75
C -0.13 2.79 0.77
O 0.51 1.77 0.16
C 0.21 4.12 0.56
Cl 1.53 4.48 -0.47
C -0.54 5.11 1.19
Cl -0.15 6.75 0.93
O -0.68 -0.65 -1.01
S -1.96 0.01 -1.70
C -2.40 -1.21 -2.89
C -3.71 -1.15 -3.34
C -4.12 -2.06 -4.31
C -3.23 -3.01 -4.78
C -1.92 -3.07 -4.31
C -1.49 -2.16 -3.35
C -1.31 1.35 -2.64
C -0.47 1.15 -3.73
C 0.02 2.27 -4.38
C -0.33 3.55 -3.95
C -1.17 3.72 -2.87
C -1.68 2.62 -2.20
H -4.41 -0.42 -2.95
H -5.14 -2.04 -4.67
H -3.56 -3.73 -5.53
H -1.24 -3.82 -4.67
H -0.49 -2.21 -2.95
H -0.24 0.16 -4.09
H 0.67 2.15 -5.24
H 0.06 4.41 -4.47
H -1.45 4.72 -2.55
H -2.35 2.73 -1.36
O 3.23 -0.28 -1.63
C 2.32 -0.18 -0.99
O 1.63 -0.02 1.86
C 1.46 -1.31 1.92
O 0.69 -1.73 0.94
C 2.03 -2.15 2.90
C 1.72 -3.52 2.87
C 2.24 -4.39 3.81
C 3.07 -3.83 4.76
O 3.68 -4.46 5.76
C 4.44 -3.48 6.49
O 4.21 -2.22 5.84
C 3.38 -2.47 4.80
C 2.89 -1.59 3.89
H 1.06 -3.90 2.10
H 2.01 -5.45 3.81
H 5.50 -3.74 6.43
H 4.08 -3.44 7.52
H 3.12 -0.54 3.91
*
```

The energy above the lowest of the compared OMol25 structures with the same formula, charge and spin is 2.5 kcal per mole. The value obtained for the HOMO energy (alpha / beta) is -13.4 / -13.4 eV. As for the orbital gap (alpha / beta): 4.9 / 5.5 eV. For the calculated total energy, the calculation gives -5207.21611 a.u.